Record 1
DFT (ωB97M-V/def2-TZVPD) results for 12 unconnected molecules or ions with the total composition C6H38N2O11.

XYZ file:
```
57
Properties=species:S:1:pos:R:3:forces:R:3
C 0.331853 -2.101096 -1.814492 2.695 -1.872 1.421
N 1.398105 -1.074563 -1.500503 -4.170 1.122 -1.918
C 0.662181 -0.029861 -0.858430 -3.081 1.559 0.751
C 0.211803 -0.236936 0.701657 0.430 0.811 -3.478
N 1.384371 -0.067191 1.511964 1.590 1.920 -0.381
C 1.039498 0.098443 2.965791 1.604 -1.056 -0.747
C 0.733451 1.547898 3.225409 -0.159 1.358 -0.894
C 1.017878 -3.527381 -1.514543 -1.271 0.080 2.056
H 0.173779 -1.897205 -2.832718 -0.736 -0.537 -1.529
H -0.642134 -2.027087 -1.270741 0.969 0.117 -0.098
H 1.965090 -1.497538 -0.882001 2.882 -1.603 2.493
H -0.367733 0.009446 -1.353959 1.250 0.092 0.367
H 0.988815 1.014862 -1.082724 0.385 -0.531 0.679
H -0.464935 0.649687 0.858480 -0.267 -1.385 0.081
H -0.232372 -1.283359 0.678686 0.293 1.574 0.805
H 1.830454 0.916401 1.125192 -1.334 -3.021 1.742
H 0.256561 -0.602820 3.219222 -1.096 0.268 -0.429
H 1.843751 -0.444428 3.521805 0.104 1.416 0.007
H 0.044407 1.948071 2.384746 1.193 -0.680 1.519
H 0.211105 1.710926 4.156925 -0.115 0.105 0.277
H 1.650552 2.214895 3.218212 -0.899 -0.930 0.006
H 1.636333 -3.586586 -0.491867 -1.067 0.722 -2.287
H 0.180053 -4.221190 -1.261451 0.631 0.198 -0.621
H 1.627976 -3.936629 -2.315777 -0.009 0.186 -0.003
H -2.279549 -2.190568 1.267137 0.492 0.444 -0.176
H -3.450628 -1.749248 2.015451 0.193 0.778 -0.143
O -2.693837 -1.342803 1.547051 -0.724 -1.190 0.490
H 0.657930 0.704652 -3.447075 -1.619 1.030 -1.046
H -0.411947 0.670570 -4.549418 -0.835 -1.846 -2.093
O -0.064313 1.239137 -3.922165 2.591 0.639 3.016
H -3.701657 0.621561 -0.595815 1.239 -0.799 -2.841
H -3.617099 0.311863 0.882668 -1.924 1.636 -2.349
O -4.165230 0.866488 0.155567 0.869 -0.881 5.005
H 3.002561 0.775829 -0.437996 0.032 0.170 -0.394
H 3.584435 1.698417 -1.594722 0.226 -1.536 1.306
O 3.789950 0.940025 -0.969765 0.023 1.413 -1.008
H 0.766227 -3.053777 3.270078 0.303 -1.826 -2.239
H 1.514672 -2.578743 2.132003 0.055 -1.299 -0.673
O 1.047871 -3.438376 2.341378 0.622 3.436 3.188
H 4.412294 -1.384898 -0.002466 0.348 1.212 -0.615
H 2.965092 -1.140599 0.786655 1.215 0.150 -0.350
O 3.713149 -1.730914 0.520240 -1.668 -1.290 1.321
H -0.235200 -3.396242 1.266623 -0.690 -0.265 -0.140
H -1.206376 -4.311557 1.894143 -0.336 0.081 -0.407
O -1.167056 -3.700912 1.140340 0.099 -0.078 0.152
H -2.927429 3.478150 -1.482792 0.852 0.842 0.994
H -2.216312 2.902875 -0.351606 0.173 -3.784 2.454
O -2.219708 3.672712 -0.808880 -1.397 3.043 -3.500
H -1.820860 2.597866 1.624009 -0.012 -0.318 0.300
H -2.108897 3.981266 1.604821 -4.743 5.717 -4.140
O -1.614053 3.438236 2.039095 4.577 -5.364 3.960
H 1.015373 4.101127 -1.080127 0.390 1.351 1.798
H 1.534478 3.170498 -2.109886 -0.983 0.420 -0.003
O 0.707800 3.604560 -1.799252 0.621 -1.763 -1.820
H -2.445949 1.867699 -2.341623 -0.378 -1.657 -0.971
H -2.439842 0.736864 -3.522754 -1.370 1.266 3.042
O -2.928364 1.039950 -2.645100 1.934 0.353 -1.935
```
Forces are in eV/Å.

frontier orbital gap: 9.47 eV
LUMO level: 0.0035 Ha
relative energy (zero: lowest compared OMol25 entry of this formula, charge and spin): 6.7305 eV

Here are the Mulliken charges for atoms 1 to 5, given in e:
1. C -0.195
2. N -0.019
3. C -1.644
4. C 2.037
5. N -0.258

Record 2
DFT (ωB97M-V/def2-TZVPD) results for 14 unconnected molecules or ions with the total composition C6H38NO14.

XYZ file:
```
59
Properties=species:S:1:pos:R:3:forces:R:3
O -0.047606 -1.982273 1.868081 0.338 -0.084 0.737
C 0.657315 -1.012298 1.913235 -1.257 0.094 -1.940
C 0.378475 0.101805 0.860777 -0.952 1.075 0.376
C 0.858810 1.428447 1.420612 3.206 -0.974 1.762
C 2.394722 1.565849 1.147875 -0.676 1.388 -2.524
C 3.775094 2.247779 -0.849002 1.044 0.289 0.075
C 2.538689 2.004600 -0.271885 -0.794 0.866 0.083
N -1.117356 0.288013 0.632490 0.990 -0.598 -0.111
H 1.515741 -0.830287 2.558953 0.130 -0.261 0.462
H 0.862440 -0.158955 -0.109912 -0.515 0.159 0.551
H 0.898110 1.439442 2.518477 -1.016 -0.297 -0.027
H 0.318368 2.292971 1.126119 -0.429 0.758 -0.619
H 2.886491 2.399488 1.721504 -0.355 -0.260 -0.135
H 3.111014 0.737977 1.331077 -0.681 -0.202 0.280
H 4.103857 2.724958 -1.771931 -0.841 -0.231 -0.134
H 4.558350 2.047877 -0.174787 1.374 -0.335 0.513
H 1.682554 2.356713 -0.860444 -0.126 -0.528 0.308
H -1.592540 0.778173 1.406796 0.164 -1.115 0.000
H -1.565966 -0.612981 0.474355 -0.369 -0.133 0.478
H -1.390638 0.855164 -0.178668 0.279 0.117 -0.604
H -3.402673 -0.261009 2.785114 0.016 0.062 -0.144
H -3.645978 -1.641306 2.278981 -0.020 0.116 -0.187
O -3.548085 -0.724252 1.964627 -0.426 -0.801 -0.620
H 2.761618 -4.329128 0.570091 0.103 -0.166 -0.084
H 1.286964 -4.682003 0.794192 0.113 0.033 0.074
O 1.873248 -4.123277 0.267851 -0.205 0.033 0.353
H 4.034392 -1.564328 1.745841 -0.164 -0.314 0.120
H 4.727057 -0.372116 2.303832 0.063 -0.015 0.497
O 3.882271 -0.839120 2.363205 0.353 0.187 -0.601
H -2.749312 0.715201 -1.869971 -0.791 -0.439 -0.119
H -3.797348 0.890972 -0.663125 -0.196 -0.368 -0.350
O -3.002680 1.214600 -1.095402 0.478 0.763 0.601
H -0.012280 0.590600 -5.253519 0.002 -0.025 -0.009
H 0.769924 -0.398171 -4.291062 0.251 -0.002 -0.188
O 0.546237 0.540813 -4.471834 0.277 -0.088 -0.273
H 1.123288 -2.075882 -2.694917 0.404 -0.237 -0.739
H 1.825428 -2.470347 -3.989821 0.039 -0.107 0.025
O 1.597796 -1.700465 -3.462649 -0.174 0.795 0.190
H -0.782661 2.968153 -1.253286 -0.434 -0.320 -0.479
H -1.780276 4.174432 -1.316283 0.265 -0.297 -0.127
O -1.203998 3.659811 -0.731166 0.296 0.751 -0.503
H -1.852352 3.780400 0.646684 -0.173 -0.717 2.290
H -1.613339 3.976211 2.283147 -0.307 0.214 -0.644
O -2.133635 3.511373 1.607425 0.556 -0.225 -0.570
H -1.952384 1.720668 2.622566 -1.056 1.338 0.698
H -2.771094 0.963283 3.799140 0.018 0.989 0.034
O -2.016828 0.957824 3.205217 1.347 -0.616 0.316
H -1.188083 0.531960 -2.642578 -0.178 -0.098 0.414
H 0.090254 0.979106 -3.104667 -0.395 0.624 0.794
O -0.501920 1.105568 -2.267062 0.723 -0.281 -0.642
H -1.821219 -2.132572 -3.051139 -0.362 -0.187 -0.042
H -3.243074 -1.418504 -3.042508 0.356 -0.474 -0.141
O -2.284815 -1.290074 -3.021745 0.020 0.793 0.244
H 0.975226 -3.770691 -1.222923 -0.105 0.596 -0.171
H 1.071251 -4.637419 -2.365576 -0.692 1.378 -0.543
O 0.733635 -3.716141 -2.172190 0.437 -2.427 0.943
H -1.840399 -2.403780 3.499857 -1.048 0.874 0.973
H -2.266788 -3.535228 2.959660 -1.496 -0.818 0.151
O -2.713293 -2.867622 3.522271 2.591 -0.251 -1.072
```
Forces are in eV/Å.

frontier orbital gap (spin up / spin down): 8.37 / 4.62 eV
2S+1: 2
expectation value of S²: 0.753
LUMO level (spin up / spin down): -0.2698 / -0.4076 Ha
total charge: +2

Here are the Mulliken charges for atoms 1 to 5, given in e:
1. O -0.462
2. C -0.442
3. C 0.587
4. C -1.061
5. C -0.355

Record 3
DFT (ωB97M-V/def2-TZVPD) results for a molecular structure, C6H3Br2NO2.

XYZ file:
```
14
Properties=species:S:1:pos:R:3:forces:R:3
C 0.728393 -2.055756 -0.148827 -0.704 -0.120 -0.092
C -1.639410 -1.040290 -0.379326 1.336 -0.811 0.305
C -1.076750 1.094250 0.405321 1.036 1.591 1.125
C 0.268726 0.313147 0.264282 -0.303 1.494 -2.200
C -0.198694 -1.040748 -0.083483 0.722 0.351 -0.542
C 1.452184 1.007929 -0.511043 -0.359 -0.304 0.564
N 1.582672 -2.822361 -0.188736 0.725 -0.873 0.036
O -2.336991 -1.927027 -0.756320 -0.276 -0.249 -0.190
O -2.044842 0.183490 -0.116229 -1.809 2.780 0.380
Br 2.505784 0.103768 -1.774642 -0.464 0.368 0.285
Br 2.397208 2.289897 0.581961 -0.615 -0.590 -0.643
H -1.228674 1.420749 1.515138 -0.259 -1.475 -1.642
H -1.036571 2.150055 -0.017397 -0.471 -1.723 -0.635
H 0.626960 0.322894 1.209299 1.442 -0.439 3.249
```
Forces are in eV/Å.

frontier orbital gap (spin up / spin down): 9.00 / 8.31 eV
2S+1: 3
expectation value of S²: 2.022
LUMO level (spin up / spin down): 0.0030 / -0.1005 Ha

Here are the Mulliken charges for atoms 1 to 5, given in e:
1. C 0.111
2. C 0.489
3. C -0.387
4. C 0.345
5. C -0.100

Record 4
DFT (ωB97M-V/def2-TZVPD) results for a molecular structure, C6H3BrNO2ReSbSe4.

XYZ file:
```
19
Properties=species:S:1:pos:R:3:forces:R:3
Re 1.404652 0.040331 -0.568849 0.469 -0.111 0.410
Br -2.120970 0.564138 -1.714150 0.054 -0.012 0.018
C -1.847667 0.079622 0.124194 -0.020 -0.015 0.040
C -2.975466 -0.050314 0.904136 0.001 0.000 -0.002
C -2.783413 -0.399340 2.237035 -0.003 0.004 -0.011
C -1.488748 -0.592527 2.708164 0.009 0.001 -0.008
C -0.443376 -0.431653 1.828785 -0.007 -0.014 0.052
N -0.595002 -0.096478 0.524906 0.014 0.023 -0.084
C 0.971593 -0.621517 2.266678 -0.036 0.014 -0.024
O 1.394939 -0.915090 3.309879 -0.010 0.008 -0.004
O 1.817980 -0.377763 1.138731 0.109 -0.043 0.020
H -3.967929 0.110395 0.502835 -0.001 -0.001 -0.003
H -3.637375 -0.516866 2.893054 0.000 0.002 0.001
H -1.281132 -0.863482 3.736262 -0.001 0.001 0.000
Se 4.279970 3.280678 -4.626267 -0.029 -0.044 0.049
Sb 4.024570 1.085813 -5.122309 0.348 0.141 -0.626
Se 3.212311 0.191482 -1.814617 -0.651 -0.064 0.456
Se 0.160446 0.571148 -2.490166 -0.224 0.087 -0.342
Se 3.874617 -1.058576 -5.838304 -0.022 0.023 0.058
```
Forces are in eV/Å.

frontier orbital gap: 6.27 eV
LUMO level: -0.4660 Ha
total charge: +3
relative energy (zero: lowest compared OMol25 entry of this formula, charge and spin): 1.0868 eV

Here are the Mulliken charges for atoms 1 to 5, given in e:
1. Re 1.183
2. Br 0.153
3. C 0.793
4. C -0.548
5. C -0.388

Record 5
DFT (ωB97M-V/def2-TZVPD) results for a molecular structure, C6H3CaO5.

XYZ file:
```
15
Properties=species:S:1:pos:R:3:forces:R:3
C 1.530259 -0.493567 0.112481 -0.735 -2.257 0.389
C 0.423849 -1.226223 0.334582 1.358 1.126 -1.032
O -0.434941 -3.448034 0.576298 0.901 1.124 -0.316
C 0.431283 -2.687409 0.306378 -0.753 -1.577 0.434
O 1.307307 0.854708 0.080728 0.223 1.834 0.027
H 2.565061 -0.821462 0.018227 -0.272 -0.026 -0.089
Ca 2.792825 2.455876 -0.335739 -0.179 0.039 -0.153
O -0.798244 1.742954 -0.590251 1.569 0.930 1.066
C -1.627263 0.889367 -1.267175 -1.922 -0.271 -2.314
C -0.158978 1.092028 0.434514 -0.862 0.097 -0.011
O -2.250076 1.197249 -2.228644 0.974 -0.208 1.251
O -1.620368 -0.304353 -0.672992 0.248 -0.636 0.818
C -0.759777 -0.306873 0.461483 -0.272 -0.806 0.996
H -0.151057 1.680847 1.355945 0.061 -0.121 -0.189
H -1.249877 -0.625107 1.414169 -0.339 0.752 -0.877
```
Forces are in eV/Å.

frontier orbital gap (spin up / spin down): 3.87 / 7.00 eV
2S+1: 2
expectation value of S²: 0.753
LUMO level (spin up / spin down): -0.3965 / -0.3968 Ha
total charge: +2

Here are the Mulliken charges for atoms 1 to 5, given in e:
1. C 0.027
2. C 0.113
3. O -0.258
4. C -0.432
5. O -0.493

Record 6
DFT (ωB97M-V/def2-TZVPD) results for a molecular structure, C6H3Cl2FeNO3PmS.

XYZ file:
```
18
Properties=species:S:1:pos:R:3:forces:R:3
Fe -0.424999 -0.570491 -4.456928 -0.695 1.449 4.465
Pm -0.029580 -0.552995 0.259345 1.915 -1.548 -1.790
Cl -0.834269 -0.062777 -2.259059 -0.122 0.085 -0.613
Cl 2.147089 -1.726025 0.023285 -1.402 0.793 0.257
C -1.105563 -2.039016 1.998047 -2.340 -2.394 6.334
C -0.802105 0.374151 -6.018340 -0.639 1.146 -10.015
C 0.206542 -2.160286 -5.190877 3.858 -8.216 -6.135
O -1.469905 -2.389116 3.046169 1.841 1.606 -5.519
O -0.808658 0.315284 -7.188142 -0.157 0.849 6.670
O 0.605392 -2.972486 -5.934547 -2.401 4.714 4.639
S -0.353451 2.915893 3.449933 0.842 -0.428 1.442
C 0.958080 1.928380 4.037678 -1.411 2.840 0.002
C 1.058769 0.741357 3.339546 -1.609 -1.179 -2.410
N 0.148030 0.692893 2.235252 -0.572 0.641 2.514
C -0.806330 1.671957 2.346467 2.601 -0.841 0.603
H 1.635473 2.283842 4.805386 0.013 0.069 0.290
H 1.644147 -0.124868 3.678917 0.038 0.252 -0.571
H -1.768670 1.674306 1.827863 0.239 0.161 -0.162
```
Forces are in eV/Å.

frontier orbital gap (spin up / spin down): 8.46 / 5.50 eV
2S+1: 10
expectation value of S²: 24.786
LUMO level (spin up / spin down): -0.5607 / -0.6712 Ha
total charge: +4
relative energy (zero: lowest compared OMol25 entry of this formula, charge and spin): 0.0000 eV

Here are the Mulliken charges for atoms 1 to 5, given in e:
1. Fe 0.310
2. Pm 1.738
3. Cl -0.241
4. Cl -0.262
5. C 0.171

Record 7
DFT (ωB97M-V/def2-TZVPD) results for a molecular structure, C6H3F5N2.

XYZ file:
```
16
Properties=species:S:1:pos:R:3:forces:R:3
C -0.173393 -1.221384 -1.351209 0.623 0.878 0.828
C -0.057529 -1.293396 1.099490 -0.070 1.694 -4.382
C 0.474400 0.838768 0.111058 -0.121 -1.135 1.370
C -2.129065 -0.055515 -0.085390 4.837 1.888 1.556
C -0.160841 -0.539290 -0.090308 -3.741 1.445 0.467
C 1.971493 0.707454 0.108521 -0.135 -0.979 0.095
N -0.313809 -1.573315 -2.424401 -0.113 -0.705 -1.235
N -0.075713 -1.877782 2.038173 -0.015 -3.109 5.233
F -2.495932 0.161330 1.156788 0.204 0.591 0.839
F -2.069870 1.085028 -0.762816 -0.714 -0.314 -0.202
F 2.568192 1.792572 0.505370 0.605 1.826 -0.004
F 2.335290 0.419210 -1.155753 0.468 -0.051 -0.046
F 2.452405 -0.249057 0.912401 -0.147 -0.679 -0.058
H 0.298732 1.378367 -0.780289 -0.697 1.304 -0.442
H 0.095263 1.238216 1.118925 0.536 -0.203 -1.786
H -2.719629 -0.811210 -0.400561 -1.519 -2.450 -2.234
```
Forces are in eV/Å.

frontier orbital gap: 10.84 eV
LUMO level: -0.0059 Ha
relative energy (zero: lowest compared OMol25 entry of this formula, charge and spin): 0.0000 eV

Here are the Mulliken charges for atoms 1 to 5, given in e:
1. C 0.173
2. C 0.223
3. C -0.983
4. C 0.174
5. C 0.486

Record 8
DFT (ωB97M-V/def2-TZVPD) results for a molecular structure, C6H3FO8Yb.

XYZ file:
```
19
Properties=species:S:1:pos:R:3:forces:R:3
C 0.813648 1.112025 -2.610237 -0.733 0.719 -1.106
C 0.087072 1.797019 -1.454816 -0.312 -0.191 0.860
O -1.123001 2.282286 -2.026854 0.261 0.513 0.897
C -1.328249 1.737399 -3.231212 -1.353 -0.666 -0.599
O -0.284130 1.004768 -3.613840 1.176 -0.466 0.522
O -2.366025 1.819979 -3.829118 0.887 0.239 0.285
O 1.420750 -0.002000 -2.382427 0.524 -1.472 1.080
F 1.672372 2.036549 -3.219992 -0.104 -0.208 0.390
H 0.667154 2.626823 -1.040102 -0.124 -0.075 -0.209
O 1.016970 -2.041589 1.152079 1.492 0.766 -2.131
C 0.332622 -1.792395 2.191891 -0.953 0.187 0.817
C -0.830918 -1.165278 2.483578 0.372 -0.023 -0.347
O -1.219850 -1.592960 3.763872 -0.254 0.763 0.364
C -0.186960 -2.223300 4.319356 0.458 0.813 1.292
O -0.049893 -2.450078 5.491559 -0.274 -0.487 -0.782
O 0.765112 -2.396084 3.382965 0.281 -1.003 -0.588
Yb 2.027445 -1.612084 -0.915722 -1.296 0.692 0.613
H -0.156985 1.087562 -0.605525 0.214 0.550 -1.041
H -1.257134 -0.228642 2.144545 -0.260 -0.650 -0.320
```
Forces are in eV/Å.

frontier orbital gap: 5.47 eV
LUMO level: -0.0963 Ha
relative energy (zero: lowest compared OMol25 entry of this formula, charge and spin): 0.0000 eV

Here are the Mulliken charges for atoms 1 to 5, given in e:
1. C 0.968
2. C -0.319
3. O -0.328
4. C 0.641
5. O -0.376

Number 1: calculated total energy -1188.37477 Eh, strongest force on any atom 0.1654 hartree/bohr. Number 2: calculated total energy -1358.81882 Eh, strongest force on any atom 0.0736 hartree/bohr. Number 3: calculated total energy -5583.56043 Eh, strongest force on any atom 0.0696 hartree/bohr. Number 4: calculated total energy -12932.73817 Eh, strongest force on any atom 0.0155 hartree/bohr. Number 5: calculated total energy -1283.51741 Eh, strongest force on any atom 0.0587 hartree/bohr. Number 6: calculated total energy -3699.79697 Eh, strongest force on any atom 0.2131 hartree/bohr. Number 7: calculated total energy -839.19953 Eh, strongest force on any atom 0.1184 hartree/bohr. Number 8: calculated total energy -2090.95447 Eh, strongest force on any atom 0.0527 hartree/bohr.